No. 1
The following is a DFT calculation (ωB97M-V with the def2-TZVPD basis set) of a cluster of 9 separate species, C43H89N11O13PS2 in total.

XYZ file:
```
159
Properties=species:S:1:pos:R:3
C -1.502 1.500 -2.846
C -1.820 2.372 -1.870
C -1.077 2.857 -0.675
N 0.436 3.091 -0.650
N 1.265 2.741 -1.743
C 1.576 1.589 -2.036
S 2.129 0.178 -2.306
C 0.919 2.866 0.786
C 1.852 1.717 1.080
C 2.684 1.846 2.362
C 3.407 0.481 2.528
C 2.487 -0.448 3.322
C 3.071 -1.839 3.605
C 2.015 -2.945 3.427
C 1.964 -3.501 2.010
O 1.035 -2.709 1.205
C 1.351 -2.852 -0.166
C -0.413 3.092 1.557
C -0.365 2.957 3.077
C -1.446 3.803 3.792
C -0.942 4.398 5.098
S -0.469 3.120 6.316
C -1.469 2.294 0.734
N -2.787 2.927 0.961
C -3.572 2.440 1.773
O -4.344 1.965 2.484
P -1.443 0.471 0.934
O -1.021 0.059 2.270
O -0.476 -0.099 -0.206
O -2.888 -0.056 0.543
H -0.565 1.593 -3.386
H -2.143 0.683 -3.155
H -2.837 2.765 -1.892
H -1.444 3.879 -0.554
H 0.451 4.119 -0.707
H 1.507 3.761 1.013
H 2.582 1.571 0.282
H 1.338 0.764 1.180
H 3.432 2.636 2.283
H 2.053 1.957 3.238
H 3.558 0.025 1.547
H 4.346 0.646 3.056
H 2.238 0.025 4.274
H 1.570 -0.586 2.745
H 3.423 -1.887 4.636
H 3.930 -2.065 2.967
H 1.024 -2.590 3.706
H 2.284 -3.764 4.085
H 1.594 -4.526 1.991
H 2.939 -3.419 1.519
H 2.160 -2.151 -0.438
H 0.468 -2.550 -0.735
H 1.632 -3.871 -0.428
H -0.577 4.160 1.386
H 0.586 3.390 3.391
H -0.440 1.917 3.378
H -1.843 4.572 3.126
H -2.283 3.141 4.033
H -0.106 5.076 4.940
H -1.767 4.936 5.561
H -0.794 2.009 5.643
H 0.189 -0.641 0.264
H -3.137 0.199 -0.359
C -0.678 7.225 -3.266
C 0.205 6.095 -2.819
O 0.106 5.611 -1.681
N 1.103 5.619 -3.686
C 1.359 6.052 -5.058
H -1.340 7.489 -2.445
H -0.081 8.098 -3.528
H -1.276 6.923 -4.131
H 1.661 4.863 -3.318
H 1.200 5.211 -5.731
H 2.392 6.378 -5.155
H 0.697 6.863 -5.342
C 0.684 -8.165 0.791
C 2.032 -7.528 1.049
O 2.169 -6.630 1.865
N 3.094 -7.988 0.339
C 3.117 -9.037 -0.661
H -0.055 -7.688 1.429
H 0.400 -8.019 -0.251
H 0.707 -9.231 1.018
H 3.959 -7.521 0.561
H 3.794 -9.835 -0.352
H 3.470 -8.638 -1.614
H 2.127 -9.455 -0.803
C -0.964 -3.407 5.837
C 0.301 -3.895 6.501
O 1.226 -4.381 5.866
N 0.374 -3.772 7.851
C -0.624 -3.233 8.757
H -0.881 -3.570 4.765
H -1.829 -3.956 6.211
H -1.109 -2.341 6.016
H 1.239 -4.112 8.240
H -0.212 -2.380 9.301
H -0.920 -3.992 9.481
H -1.505 -2.912 8.213
C 0.724 -2.786 -4.015
C 1.469 -4.092 -3.849
O 1.360 -4.753 -2.827
N 2.263 -4.500 -4.867
C 2.507 -3.845 -6.138
H 0.142 -2.607 -3.115
H 1.428 -1.966 -4.147
H 0.046 -2.828 -4.868
H 2.729 -5.376 -4.686
H 2.207 -4.498 -6.958
H 3.570 -3.625 -6.246
H 1.949 -2.918 -6.209
C -5.584 -6.231 5.770
C -4.189 -5.687 5.960
O -3.937 -4.826 6.796
N -3.211 -6.184 5.168
C -3.295 -7.194 4.125
H -6.244 -5.735 6.474
H -5.939 -6.039 4.757
H -5.609 -7.304 5.960
H -2.307 -5.778 5.351
H -2.638 -8.028 4.378
H -2.970 -6.775 3.177
H -4.309 -7.564 4.014
C -5.198 7.981 -6.113
C -3.988 7.662 -5.272
O -3.044 7.016 -5.706
N -3.969 8.115 -3.991
C -4.973 8.886 -3.284
H -5.054 7.550 -7.099
H -6.100 7.556 -5.672
H -5.323 9.060 -6.216
H -3.123 7.856 -3.510
H -4.550 9.835 -2.950
H -5.319 8.337 -2.407
H -5.823 9.090 -3.925
C -3.750 -5.290 -0.267
C -2.904 -6.526 -0.080
O -2.992 -7.231 0.915
N -2.021 -6.838 -1.059
C -1.752 -6.149 -2.306
H -4.396 -5.181 0.599
H -3.121 -4.403 -0.350
H -4.371 -5.378 -1.160
H -1.495 -7.671 -0.852
H -1.938 -6.820 -3.147
H -0.707 -5.841 -2.337
H -2.385 -5.273 -2.406
C 5.921 7.028 -5.591
C 4.782 7.524 -6.451
O 3.822 6.816 -6.725
N 4.857 8.793 -6.917
C 5.907 9.772 -6.702
H 5.711 6.002 -5.303
H 6.861 7.051 -6.143
H 6.019 7.634 -4.690
H 4.068 9.060 -7.485
H 5.497 10.657 -6.214
H 6.336 10.075 -7.657
H 6.695 9.363 -6.079
```

Molar mass ... 1063.36 g/mol
Frontier orbital gap ... 6.775 eV
Net charge ... +1

---

No. 2
The following is a DFT calculation (ωB97M-V with the def2-TZVPD basis set) of a cluster of 9 separate species, C43H91F3N8O5S in total.

XYZ file:
```
151
Properties=species:S:1:pos:R:3
C -3.354 0.674 5.226
O -3.904 1.121 4.004
C -3.041 1.994 3.293
C -3.618 2.273 1.929
N -3.527 1.032 1.105
H -2.544 0.725 1.105
H -4.046 0.281 1.583
C -3.816 1.116 -0.374
C -4.972 2.063 -0.629
O -6.069 1.637 0.144
C -7.188 2.515 -0.006
H -2.978 1.527 5.803
H -2.617 -0.119 5.096
H -4.208 0.325 5.808
H -2.035 1.559 3.261
H -2.946 2.911 3.889
H -2.984 3.031 1.465
H -4.665 2.555 1.979
H -4.146 0.132 -0.694
H -2.883 1.451 -0.820
H -5.257 2.017 -1.688
H -4.759 3.123 -0.444
H -7.568 2.406 -1.026
H -6.821 3.534 0.144
H -7.943 2.228 0.717
C -0.161 -0.857 -0.792
F 0.039 0.397 -1.197
F -1.375 -1.239 -1.180
F 0.757 -1.648 -1.323
S -0.011 -0.903 1.086
O 1.385 -0.587 1.287
O -0.956 0.112 1.548
O -0.376 -2.289 1.388
C 1.161 4.194 -4.589
C 2.044 3.331 -5.466
N 1.581 1.968 -5.644
C 1.796 1.154 -4.440
C 1.025 -0.162 -4.506
C 2.268 1.391 -6.802
C 1.570 1.749 -8.127
H 0.113 4.027 -4.849
H 1.380 5.259 -4.645
H 1.226 3.940 -3.525
H 2.050 3.822 -6.444
H 3.096 3.368 -5.134
H 2.869 0.898 -4.426
H 1.565 1.717 -3.538
H 1.018 -0.620 -3.518
H -0.015 0.013 -4.788
H 1.440 -0.886 -5.204
H 2.272 0.304 -6.752
H 3.317 1.717 -6.821
H 2.084 1.212 -8.927
H 1.636 2.803 -8.399
H 0.524 1.465 -8.030
C -1.668 -2.668 -4.021
C -2.335 -3.936 -4.557
N -3.320 -4.461 -3.617
C -2.604 -4.923 -2.414
C -3.518 -5.662 -1.415
C -4.082 -5.580 -4.214
C -4.747 -5.168 -5.535
H -0.888 -2.914 -3.301
H -2.385 -2.025 -3.505
H -1.242 -2.045 -4.807
H -2.710 -3.724 -5.555
H -1.553 -4.697 -4.724
H -1.670 -5.459 -2.619
H -2.346 -3.989 -1.902
H -3.126 -5.652 -0.400
H -4.508 -5.211 -1.401
H -3.565 -6.692 -1.772
H -4.866 -5.864 -3.514
H -3.417 -6.452 -4.312
H -5.622 -5.777 -5.771
H -4.001 -5.264 -6.320
H -5.163 -4.162 -5.485
C 3.144 4.523 3.283
C 2.977 3.048 3.714
N 1.576 2.769 4.065
C 1.248 1.360 3.930
C 2.040 0.355 4.794
C 1.344 3.307 5.415
C -0.107 3.144 5.879
H 2.324 4.814 2.627
H 4.081 4.585 2.725
H 3.239 5.238 4.100
H 3.315 2.486 2.845
H 3.627 2.885 4.581
H 0.171 1.180 3.957
H 1.487 1.163 2.882
H 1.775 0.370 5.853
H 1.815 -0.669 4.486
H 3.109 0.493 4.644
H 1.576 4.370 5.418
H 1.995 2.739 6.094
H -0.149 3.560 6.888
H -0.423 2.105 5.953
H -0.793 3.716 5.252
C 4.391 1.357 -0.023
C 4.475 0.170 0.941
N 5.824 -0.359 1.206
C 6.556 -0.590 -0.060
C 8.027 -0.864 0.095
C 5.814 -1.609 1.956
C 5.014 -1.495 3.265
H 4.475 1.047 -1.062
H 5.243 1.978 0.268
H 3.487 1.939 0.143
H 4.220 0.547 1.939
H 3.686 -0.582 0.821
H 6.399 0.284 -0.693
H 6.037 -1.399 -0.606
H 8.242 -1.735 0.712
H 8.466 -0.036 0.664
H 8.532 -0.911 -0.867
H 5.401 -2.452 1.385
H 6.837 -1.845 2.241
H 5.509 -0.768 3.917
H 3.988 -1.166 3.123
H 5.007 -2.446 3.799
N 2.026 -3.614 1.676
C 3.003 -3.821 0.744
C 3.783 -4.884 1.164
C 3.208 -5.355 2.364
C 2.192 -4.492 2.707
H 1.283 -2.911 1.583
H 3.009 -3.167 -0.113
H 4.651 -5.271 0.657
H 3.488 -6.208 2.962
H 1.446 -4.488 3.487
N -0.459 3.922 2.136
C -0.146 3.105 1.062
C -0.717 3.659 -0.047
C -1.508 4.755 0.347
C -1.273 4.927 1.698
H -0.164 3.768 3.089
H 0.430 2.214 1.244
H -0.643 3.295 -1.062
H -2.091 5.409 -0.280
H -1.611 5.679 2.394
N -3.180 -2.089 1.476
C -3.891 -2.079 0.287
C -5.198 -1.723 0.590
C -5.273 -1.495 1.988
C -4.029 -1.813 2.480
H -2.177 -2.270 1.559
H -3.449 -2.439 -0.627
H -6.024 -1.696 -0.102
H -6.132 -1.160 2.543
H -3.650 -1.800 3.493
```

Energy relative to the best compared isomer or geometry (same formula, charge and spin) ... 0.0 kcal/mol
Molar mass ... 889.31 g/mol
Frontier orbital gap ... 7.743 eV

---

No. 3
The following is a DFT calculation (ωB97M-V with the def2-TZVPD basis set) of a structure of composition C43H96MgN5O18.

XYZ file:
```
163
Properties=species:S:1:pos:R:3
Mg -2.144 0.184 2.104
C 0.098 0.042 -0.400
O -0.708 0.169 0.739
H -0.268 -0.331 -1.357
H 0.543 0.962 -0.778
H 0.934 -0.571 -0.063
C 0.566 -5.435 -1.525
C -0.491 -4.423 -1.501
C -1.879 -5.056 -0.974
N -3.135 -4.141 -1.107
C -3.654 -4.318 -2.568
C -5.118 -3.780 -2.876
C -6.084 -4.475 -1.910
C -5.681 -4.431 -0.429
C -4.194 -4.753 -0.100
C -2.886 -2.686 -0.794
H 0.187 -6.195 -2.209
H 0.883 -5.814 -0.553
H 1.341 -4.923 -2.094
H -0.564 -4.009 -2.507
H -0.263 -3.553 -0.886
H -1.818 -5.327 0.080
H -2.069 -5.972 -1.533
H -3.658 -5.404 -2.662
H -2.940 -3.895 -3.275
H -5.414 -3.968 -3.909
H -5.124 -2.712 -2.660
H -5.985 -5.496 -2.278
H -7.112 -4.152 -2.072
H -6.261 -5.210 0.065
H -5.888 -3.471 0.044
H -4.039 -5.830 -0.167
H -3.899 -4.451 0.905
H -2.422 -2.579 0.187
H -3.770 -2.053 -0.876
H -2.200 -2.354 -1.572
C -2.936 1.066 -3.081
C -3.755 2.306 -2.929
C -2.954 3.547 -2.445
N -3.780 4.869 -2.393
C -2.892 6.046 -1.945
C -1.878 6.555 -2.942
C -2.577 6.913 -4.252
C -3.371 5.676 -4.793
C -4.396 5.189 -3.765
C -4.861 4.667 -1.250
H -1.953 1.139 -3.547
H -3.468 0.288 -3.628
H -2.712 0.617 -2.113
H -4.646 2.052 -2.354
H -4.197 2.398 -3.921
H -2.117 3.843 -3.078
H -2.595 3.357 -1.434
H -2.396 5.827 -0.999
H -3.595 6.844 -1.709
H -1.023 5.889 -3.063
H -1.468 7.449 -2.472
H -1.832 7.381 -4.896
H -3.403 7.619 -4.161
H -2.731 4.859 -5.127
H -3.857 5.885 -5.746
H -4.936 4.335 -4.173
H -5.138 5.973 -3.616
H -5.672 4.102 -1.709
H -5.251 5.636 -0.936
H -4.415 4.093 -0.439
C 4.134 1.382 -1.184
C 3.787 2.808 -0.644
C 2.963 2.774 0.613
N 2.557 4.191 1.222
C 2.010 4.109 2.670
C 0.576 3.563 2.738
C -0.376 4.235 1.753
C 0.196 4.279 0.333
C 1.614 4.988 0.302
C 3.868 5.019 1.259
H 4.388 0.775 -0.316
H 4.957 1.459 -1.894
H 3.211 0.927 -1.543
H 3.399 3.443 -1.440
H 4.745 3.314 -0.533
H 3.533 2.252 1.383
H 2.046 2.192 0.524
H 2.709 3.748 3.424
H 2.044 5.175 2.897
H 0.744 2.530 2.431
H 0.233 3.413 3.762
H -1.318 3.695 1.845
H -0.561 5.274 2.026
H 0.213 3.291 -0.128
H -0.471 4.824 -0.335
H 1.956 5.085 -0.729
H 1.389 5.908 0.840
H 4.623 4.464 1.816
H 3.790 6.027 1.667
H 4.276 5.217 0.268
C 5.263 -1.915 -1.666
N 5.011 -3.198 -0.845
C 3.841 -2.798 0.133
C 4.461 -4.278 -1.845
C 6.351 -3.683 -0.132
C 6.191 -4.596 1.144
O 5.314 -5.677 0.944
H 5.718 -1.128 -1.065
H 4.311 -1.626 -2.111
H 5.876 -2.175 -2.529
H 3.520 -3.673 0.698
H 2.938 -2.503 -0.402
H 4.232 -1.985 0.744
H 3.502 -4.038 -2.304
H 4.212 -5.150 -1.242
H 5.241 -4.455 -2.586
H 6.737 -2.721 0.204
H 6.988 -3.977 -0.966
H 5.824 -3.958 1.948
H 7.095 -5.112 1.470
H 4.734 -5.675 1.709
C 1.352 0.091 5.131
N 2.442 -0.595 4.204
C 2.753 -2.011 4.832
C 1.891 -0.713 2.771
C 3.620 0.359 4.308
C 4.939 -0.095 3.482
O 4.681 -0.098 2.077
H 0.538 -0.625 5.241
H 1.110 1.034 4.639
H 1.867 0.294 6.070
H 1.770 -2.465 4.702
H 3.073 -1.741 5.838
H 3.525 -2.399 4.168
H 1.900 0.313 2.404
H 0.888 -1.139 2.725
H 2.486 -1.414 2.185
H 3.840 0.506 5.366
H 3.377 1.346 3.913
H 5.239 -1.133 3.621
H 5.836 0.507 3.631
H 5.472 -0.298 1.569
O -0.837 -2.792 4.130
C -1.485 -2.712 3.008
O -2.170 -1.696 2.715
O -1.343 -3.608 2.207
H -0.473 -3.671 4.000
O -1.088 2.019 5.615
C -1.842 1.290 4.828
O -1.359 0.792 3.789
O -3.006 1.069 5.182
H -1.639 2.358 6.324
O 1.223 -4.420 1.443
C 1.815 -4.868 2.565
O 1.250 -4.703 3.673
O 2.990 -5.304 2.482
H 0.381 -4.125 1.799
O -5.224 1.665 0.374
C -4.102 1.191 0.933
O -3.258 1.946 1.404
O -3.928 0.036 1.224
H -5.676 0.893 0.026
O -2.203 -1.988 -4.411
C -2.559 -1.348 -5.459
O -1.620 -0.796 -6.025
O -3.754 -1.286 -5.820
H -1.364 -1.712 -4.786
```

Molar mass ... 995.56 g/mol
Frontier orbital gap ... 5.325 eV
Net charge ... +1

---

Lowest unoccupied orbital energy per entry: -0.1248 0.0138 -0.1025 hartree